This record from OMol25 describes one molecule with the formula CH4Br2Si at a distorted geometry. The level of theory is ωB97M-V/def2-TZVPD.

Output
Energy relative to the best compared isomer or geometry (same formula, charge and spin) = 0.509 eV
HOMO energy = -9.590 eV
Structure (SMILES) = C[SiH](Br)Br
Largest force on an atom = 3.9 eV Å⁻¹
LUMO = 0.482 eV

Last column: Löwdin charge in e.
Cartesian coordinates (Å):
C -0.91250 -0.33835 -0.85781  -0.205
Si 0.71608 0.16170 0.72686  -0.238
Br -0.09663 1.44894 2.33887  0.267
Br 2.40348 1.19704 -0.22631  0.261
H -0.41884 -0.79883 -1.74026  -0.007
H -1.42190 -1.19093 -0.32883  -0.007
H -1.45522 0.69489 -0.93160  0.028
H 1.18553 -1.17446 1.01909  -0.097

=====

This record from OMol25 describes a 2-piece molecular cluster, C13H19N overall at a distorted geometry. The level of theory is ωB97M-V/def2-TZVPD.

Output
Energy relative to the best compared isomer or geometry (same formula, charge and spin) = 3.698 eV
HOMO energy = -7.750 eV
Structure (SMILES) = Cc1c[nH]c2ccccc12.CC(C)C
Largest force on an atom = 4.6 eV Å⁻¹
LUMO = 0.848 eV

Last column: Löwdin charge in e.
Cartesian coordinates (Å):
C -1.15382 -0.76343 1.38094  -0.085
C -0.26105 -0.01013 2.34543  -0.240
C -0.68513 0.42065 3.62587  -0.025
N 0.48157 1.01790 4.28209  0.042
C 1.53168 0.75478 3.36929  -0.241
C 2.96674 0.73354 3.66670  -0.018
C 3.80544 0.68896 2.58508  -0.121
C 3.48901 0.24626 1.24780  -0.078
C 2.11503 0.05526 1.06453  -0.040
C 1.17424 0.32343 2.11381  -0.144
H -2.27287 -0.33932 1.16941  0.114
H -1.16615 -1.89138 1.81310  0.126
H -0.85570 -0.56687 0.34417  0.027
H -1.56898 0.56983 4.17571  0.088
H 0.47711 1.63954 5.17532  0.187
H 3.18915 0.86187 4.69882  0.090
H 4.85514 0.91242 2.82141  0.097
H 4.26814 0.17293 0.45736  0.107
H 1.63246 -0.22018 0.07667  0.115
C -1.14328 0.97263 -3.61011  -0.076
C -1.50681 -0.38206 -2.95785  -0.477
C -3.01282 -0.53957 -2.91938  -0.084
C -0.64280 -1.41807 -3.62707  -0.110
H -2.01626 1.51428 -3.73983  0.022
H -0.68215 0.81072 -4.61187  0.077
H -0.58664 1.72526 -2.93087  0.106
H -1.00734 -0.51008 -2.03455  0.078
H -3.66911 0.36477 -2.73260  0.088
H -3.39237 -0.84671 -3.85384  0.058
H -3.32181 -1.15160 -2.02319  0.088
H 0.29023 -1.46047 -3.09110  0.066
H -0.97896 -2.43649 -3.55821  0.066
H -0.35190 -1.24870 -4.72305  0.096

=====

This record from OMol25 describes a 2-piece molecular cluster, C18H20Br2F4NO10PS2 overall at a distorted geometry. The level of theory is ωB97M-V/def2-TZVPD.

Output
HOMO energy = -9.485 eV
Structure (SMILES) = CCCCOc1c2c(c(F)c(CC[C@@](F)(Br)C(F)(F)Br)c1P(=O)(O)O)C(=O)N(S)C2=O.O=S1(=O)OCCO1
Largest force on an atom = 5.2 eV Å⁻¹
LUMO = -1.919 eV

Last column: Löwdin charge in e.
Cartesian coordinates (Å):
C 3.45623 -1.85721 0.48955  -0.138
C 3.38334 -1.80097 -1.13018  -0.225
C 2.61929 -0.40288 -1.47343  -0.196
C 2.59990 -0.06495 -3.03783  -0.171
O 1.94847 1.20392 -3.34251  -0.106
C 0.54736 1.05604 -3.04233  -0.096
C -0.30414 0.35581 -4.12937  0.013
C -1.82352 0.17622 -3.83748  0.028
C -2.47312 0.63039 -2.51781  -0.046
F -3.86318 0.41773 -2.36388  0.009
C -1.62837 1.33248 -1.40126  -0.068
C -2.21063 1.84220 -0.00910  -0.194
C -3.35734 0.92111 0.62483  -0.148
C -2.91819 -0.58601 0.92816  -0.640
F -3.21349 -1.37784 -0.25631  -0.124
Br -0.96003 -0.80664 1.26190  0.886
C -3.69027 -1.27668 2.16895  -0.729
F -4.78553 -0.52378 2.67162  -0.021
F -2.72890 -1.44426 3.23882  -0.137
Br -4.38092 -3.10316 1.79063  0.790
C -0.09246 1.56590 -1.68904  -0.061
P 1.02313 2.45677 -0.42074  0.670
O 2.30104 3.03418 -1.05406  -0.316
O 0.21311 3.80615 0.29459  -0.184
O 1.38724 1.38156 0.84791  -0.246
C -2.41458 -0.53649 -5.13782  -0.414
O -3.57688 -0.69670 -5.55169  0.096
N -1.19512 -1.00509 -5.88342  -0.289
S -0.87332 -2.49395 -4.94732  0.842
C 0.06791 -0.25473 -5.55456  -0.398
O 1.09592 -0.12242 -6.24193  0.119
H 4.06009 -2.77725 0.83610  0.081
H 2.41067 -1.85790 0.97949  0.067
H 3.99227 -0.90545 0.84226  0.074
H 2.71789 -2.66971 -1.45764  0.109
H 4.44681 -1.83649 -1.54111  0.110
H 1.55963 -0.53798 -1.02663  0.099
H 3.09616 0.48899 -0.91110  0.105
H 2.04402 -0.93297 -3.56686  0.127
H 3.65874 -0.04399 -3.45866  0.145
H -2.65180 2.90084 -0.17311  0.140
H -1.41079 1.97963 0.81033  0.090
H -3.68521 1.44124 1.60561  0.139
H -4.32322 0.87067 -0.00916  0.141
H -0.54470 4.06747 -0.27423  0.065
H 2.34029 1.46417 1.10117  0.092
H -2.16382 -2.96068 -4.63171  -0.055
O 2.58630 -0.42093 3.54591  -0.242
S 2.21978 0.35733 4.69303  0.642
O 2.99572 1.46620 5.15807  -0.219
O 1.96727 -0.65753 5.93406  -0.186
C 0.63328 -0.49737 6.41976  -0.167
C -0.17805 -0.03711 5.21882  -0.180
O 0.68504 0.84826 4.50493  -0.201
H 0.64512 0.26474 7.20408  0.134
H 0.26264 -1.43612 6.83285  0.138
H -1.09736 0.47215 5.50813  0.139
H -0.41967 -0.87689 4.56071  0.110